a.
19
Properties=species:S:1:pos:R:3 method="wB97M-V/def2-TZVPD" lumo_energy_ev=1.1 smiles=CCC.CC
H -1.25 1.11 2.07
H -0.40 -0.43 1.65
H -1.02 0.90 0.58
H -1.96 0.36 -1.76
H 1.02 1.93 0.53
C -0.46 0.62 1.46
H 1.01 1.80 2.33
H 2.12 -0.56 0.85
C 0.94 1.22 1.40
C 2.30 0.42 1.35
H 3.09 0.79 0.68
H -0.16 0.17 -1.58
H -2.14 -2.36 -1.99
H 2.76 0.05 2.38
H -1.35 -0.63 -0.37
H -1.59 -1.39 -3.32
C -1.41 -1.62 -2.34
C -1.15 -0.35 -1.51
H -0.36 -2.04 -2.41

b.
19
Properties=species:S:1:pos:R:3 method="wB97M-V/def2-TZVPD" lumo_energy_ev=1.1 smiles=CCC.CC
H -0.61 0.17 3.26
H 2.34 0.81 -2.04
C 1.16 -0.42 -0.80
H -0.57 1.94 2.66
C -1.22 0.99 2.80
H -2.32 1.59 0.92
H -2.10 1.25 3.36
H 1.17 -0.05 -3.15
H -2.62 0.03 1.36
H 0.74 -1.91 -2.41
H -0.10 -2.19 -1.01
C 1.32 0.39 -2.11
H 2.01 -0.33 -0.10
H -0.95 0.32 0.65
C 0.90 -1.86 -1.34
H 0.58 1.20 -2.09
C -1.75 0.68 1.40
H 1.80 -2.51 -1.07
H 0.23 -0.10 -0.28

c.
19
Properties=species:S:1:pos:R:3 method="wB97M-V/def2-TZVPD" lumo_energy_ev=1.1 smiles=CCC.CC
C 1.69 -1.05 1.79
C -1.74 0.20 0.14
C 1.26 -1.89 0.59
H 0.36 2.44 -0.81
H -2.45 0.90 0.46
H 1.34 -3.00 0.73
H 0.28 -1.68 -0.02
H -1.13 3.10 -1.13
H -1.77 0.59 -2.08
H 2.44 -0.39 1.51
H -0.27 2.45 -2.48
H -0.97 -0.07 0.89
H -2.32 -0.72 -0.03
H 0.83 -0.47 2.13
H -0.25 -0.01 -1.59
C -0.51 2.23 -1.46
H 2.11 -1.74 -0.15
H 2.18 -1.62 2.69
C -1.07 0.72 -1.20

d.
19
Properties=species:S:1:pos:R:3 method="wB97M-V/def2-TZVPD" lumo_energy_ev=1.2 smiles=CCC.CC
H -2.01 -0.65 -0.32
H -1.56 -2.52 2.08
C 1.96 0.85 -1.66
H 0.02 1.22 1.22
H 2.10 -0.23 -1.52
H -2.80 -1.32 1.98
H -2.48 -2.40 -0.18
H 0.62 2.38 -1.07
H 1.43 0.21 0.91
C 0.95 1.15 0.65
C -1.78 -1.61 0.11
H -0.84 -2.00 -0.28
H -0.16 0.80 -1.19
C 0.74 1.32 -0.85
H 2.85 1.36 -1.34
H 1.52 2.00 1.02
H 1.75 1.02 -2.71
H -1.15 -0.77 2.05
C -1.79 -1.55 1.64

It turns out d is the most stable, with the second structure 28.7 kcal/mol higher.